(1)
{
  "formula": "C6H10",
  "method": "ωB97M-V/def2-TZVPD",
  "charge": 0,
  "e_lumo_ha": 0.0116,
  "multiplicity": 1,
  "e_above_lowest_kj_mol": 1195.0,
  "species": ["C", "C", "C", "C", "C", "C", "H", "H", "H", "H", "H", "H", "H", "H", "H", "H"],
  "positions_angstrom": [[1.30531, -0.30680, -1.22735], [0.86370, 0.14002, 0.15384], [1.62581, 0.89097, 1.10622], [-0.48744, -0.41998, 0.53950], [-1.79719, 0.60923, 0.35151], [-1.49915, -0.86957, -0.67983], [-0.07286, -0.44056, -2.17004], [2.10816, 0.88981, -1.50035], [2.06174, -1.67330, -1.22857], [2.69362, 1.27708, 0.88640], [1.33245, 1.23585, 2.19872], [-0.38244, -1.23319, 1.68777], [-1.85767, 1.77736, -0.21082], [-2.60657, 0.50442, 1.26845], [-1.32487, -0.69192, -1.99201], [-2.01789, -1.90886, -0.40292]],
  "mulliken_charge": [-0.724, 0.491, -0.799, -0.121, -0.529, -0.613, 0.138, 0.223, 0.208, 0.239, 0.234, 0.290, 0.242, 0.232, 0.248, 0.242]
}

---

(2)
{
  "formula": "C22H37BrNO2OsP3",
  "method": "ωB97M-V/def2-TZVPD",
  "charge": 4,
  "s_squared": 6.016,
  "e_lumo_ha": [-0.4302, -0.5502],
  "multiplicity": 5,
  "e_above_lowest_kj_mol": 4.9,
  "species": ["P", "C", "H", "H", "H", "C", "H", "H", "H", "C", "H", "H", "H", "P", "C", "H", "H", "H", "C", "H", "H", "H", "C", "H", "H", "H", "P", "C", "H", "H", "H", "C", "H", "H", "H", "C", "H", "H", "H", "Os", "C", "O", "C", "O", "C", "C", "C", "C", "C", "C", "H", "H", "H", "H", "H", "H", "Br", "C", "C", "C", "C", "N", "C", "H", "H", "H", "H"],
  "positions_angstrom": [[-2.22578, 1.67322, 3.05696], [-0.84478, 2.50760, 3.92087], [-1.17896, 2.70815, 4.94506], [-0.58739, 3.43253, 3.39494], [0.01452, 1.82359, 3.90881], [-3.68717, 2.57715, 3.68420], [-4.57555, 2.04798, 3.31139], [-3.64995, 3.59563, 3.27707], [-3.61973, 2.54847, 4.77760], [-2.27079, 0.13765, 4.04976], [-2.72766, 0.35742, 5.02207], [-1.25044, -0.24377, 4.18876], [-2.85893, -0.63047, 3.53219], [1.76964, -3.38332, 0.05126], [3.25061, -2.49983, 0.60100], [4.07906, -3.20739, 0.73843], [3.03633, -1.98023, 1.54459], [3.51363, -1.75205, -0.15946], [1.56510, -4.82684, 1.13549], [0.87062, -5.53941, 0.66984], [1.12954, -4.48018, 2.08398], [2.52741, -5.31902, 1.33110], [2.11975, -4.01344, -1.61207], [2.88867, -4.79571, -1.57678], [2.46895, -3.17929, -2.23486], [1.20104, -4.42236, -2.05124], [0.72976, 1.41613, -3.45584], [1.92153, 2.75731, -3.40648], [1.93294, 3.25170, -4.39022], [2.92700, 2.37539, -3.18162], [1.63385, 3.49095, -2.63976], [0.64388, 0.69081, -5.09171], [1.09637, 1.38161, -5.81872], [-0.40806, 0.52286, -5.36667], [1.18362, -0.26651, -5.11437], [-0.88124, 2.04125, -2.98214], [-1.46944, 2.20728, -3.89871], [-0.78065, 2.99919, -2.45213], [-1.41449, 1.33428, -2.33551], [-0.61249, -1.95124, 0.01348], [0.46975, -1.13178, 1.28268], [1.10823, -0.61108, 2.13974], [1.34447, 0.09050, -2.31860], [2.21606, -0.47056, -1.75798], [-1.22315, -2.78238, -1.75131], [-1.55197, -1.42071, -1.71083], [-2.22400, -0.89436, -0.59703], [-2.57336, -1.73437, 0.46383], [-2.24598, -3.08977, 0.42727], [-1.56796, -3.62019, -0.67987], [-0.65831, -3.17500, -2.59165], [-1.24310, -0.75891, -2.50997], [-2.47260, 0.15720, -0.54154], [-3.08026, -1.32167, 1.32806], [-2.46454, -3.71467, 1.28567], [-1.26277, -4.66106, -0.66679], [-1.84040, 4.54783, 0.86988], [-0.18827, 3.57477, 0.65220], [1.03950, 4.21028, 0.82261], [2.19878, 3.43621, 0.73031], [2.06689, 2.06994, 0.44239], [0.89001, 1.48420, 0.23727], [-0.22248, 2.18942, 0.38611], [1.06010, 5.27532, 1.03259], [3.19360, 3.85125, 0.87253], [2.95132, 1.43583, 0.37483], [-1.17988, 1.67668, 0.30706]],
  "lowdin_spin": [0.591, 0.078, 0.020, 0.001, -0.001, 0.088, 0.000, 0.000, 0.021, 0.092, 0.020, 0.000, 0.003, 0.021, 0.001, 0.000, 0.000, 0.000, 0.009, 0.000, 0.001, 0.001, 0.003, 0.000, 0.000, 0.000, 0.122, 0.051, 0.009, 0.002, 0.001, 0.003, 0.000, 0.001, 0.002, 0.002, 0.000, 0.000, 0.001, 1.119, 0.189, 0.169, 0.491, 0.297, 0.082, 0.091, 0.045, 0.052, 0.064, 0.076, 0.006, 0.024, 0.009, 0.009, 0.013, 0.006, 0.019, 0.008, -0.001, 0.008, 0.004, 0.034, 0.023, 0.000, 0.001, 0.001, 0.018]
}

---

(3)
{
  "formula": "C3H9N2S",
  "method": "ωB97M-V/def2-TZVPD",
  "charge": 1,
  "e_lumo_ha": -0.1647,
  "multiplicity": 1,
  "e_above_lowest_kj_mol": 296.0,
  "species": ["C", "C", "C", "N", "N", "S", "H", "H", "H", "H", "H", "H", "H", "H", "H"],
  "positions_angstrom": [[1.34638, -1.02970, 0.01937], [-0.59442, 0.80335, -0.59314], [-0.48684, -0.52662, 0.23909], [-1.37641, -1.61351, -0.05943], [0.33906, 1.71468, 0.22157], [2.68143, -0.15667, 0.08197], [1.40041, -2.06183, -0.11337], [-1.60934, 1.20578, -0.80496], [-0.22293, 0.57067, -1.51294], [-0.33101, -0.17396, 1.28072], [-1.25179, -2.07195, -0.94903], [-1.53285, -2.20025, 0.68915], [0.57368, 2.62513, -0.08279], [1.20277, 1.07127, 0.33462], [-0.13815, 1.84360, 1.24918]],
  "mulliken_charge": [0.020, -0.447, -0.249, -0.514, -0.213, -0.268, 0.325, 0.354, 0.345, 0.368, 0.246, 0.255, 0.339, 0.043, 0.397]
}

---

(4)
{
  "formula": "C7H10P2",
  "method": "ωB97M-V/def2-TZVPD",
  "smiles": "Cc1cpc(P)cc1C",
  "charge": 0,
  "e_lumo_ha": 0.0065,
  "multiplicity": 1,
  "e_above_lowest_kj_mol": 0.0,
  "species": ["C", "C", "C", "P", "C", "P", "C", "C", "C", "H", "H", "H", "H", "H", "H", "H", "H", "H", "H"],
  "positions_angstrom": [[-2.14148, -1.37697, -0.19515], [-0.81894, -0.77202, 0.00653], [0.22271, -1.66265, 0.08559], [1.95226, -1.48934, 0.04742], [1.97815, 0.19770, -0.15604], [3.53949, 0.99603, -0.13620], [0.84514, 1.03267, 0.05999], [-0.44876, 0.59091, 0.05845], [-1.53099, 1.56760, 0.39817], [-2.75156, -1.16279, 0.81698], [-2.11492, -2.44987, -0.15678], [-2.74619, -1.14061, -1.09921], [-0.12507, -2.69232, -0.06071], [3.98812, 1.16693, -1.41963], [4.37077, -0.21108, -0.04305], [0.99546, 2.10582, 0.22172], [-0.99443, 2.48750, 0.51669], [-1.86491, 1.28601, 1.41317], [-2.35483, 1.52647, -0.35793]],
  "mulliken_charge": [-1.267, 0.744, -0.724, -0.206, 0.172, -0.201, -0.627, 1.144, -1.429, 0.240, 0.406, 0.279, 0.199, 0.026, 0.006, 0.218, 0.398, 0.318, 0.306]
}

---

(5)
{
  "formula": "C35H57BN14SSc",
  "method": "ωB97M-V/def2-TZVPD",
  "charge": 1,
  "e_lumo_ha": -0.0916,
  "multiplicity": 1,
  "e_above_lowest_kj_mol": 108.7,
  "species": ["Sc", "C", "C", "C", "C", "C", "C", "C", "C", "C", "N", "N", "B", "N", "N", "C", "C", "C", "C", "C", "C", "C", "C", "C", "N", "N", "C", "C", "C", "C", "C", "C", "C", "C", "C", "H", "H", "H", "H", "H", "H", "H", "H", "H", "H", "H", "H", "H", "H", "H", "H", "H", "H", "H", "H", "H", "H", "H", "H", "H", "H", "H", "H", "H", "H", "H", "H", "H", "H", "H", "H", "H", "H", "H", "H", "H", "H", "H", "H", "H", "H", "C", "C", "N", "N", "C", "S", "N", "N", "H", "H", "H", "H", "H", "H", "N", "C", "N", "C", "N", "C", "C", "C", "N", "H", "H", "H", "H", "H"],
  "positions_angstrom": [[0.04832, -0.13849, 0.11183], [-3.71124, -2.38078, -1.65918], [-3.33469, -0.97326, -1.18408], [-4.40410, 0.04241, -1.59381], [-3.14146, -0.97284, 0.30509], [-4.08738, -1.19681, 1.29581], [-3.40539, -1.08328, 2.50221], [-3.99703, -1.18422, 3.87810], [-4.97301, -0.02258, 4.10328], [-4.68764, -2.53591, 4.07230], [-2.12253, -0.80020, 2.22364], [-1.95341, -0.72212, 0.87079], [-0.95287, -0.45018, 3.17699], [0.29281, -1.34322, 2.91948], [1.07096, -1.14830, 1.80065], [2.22328, -1.80752, 1.99295], [2.16958, -2.46560, 3.21799], [0.94683, -2.14470, 3.78142], [0.46373, -2.63327, 5.12339], [-0.90548, -3.31467, 5.05017], [0.52793, -1.54913, 6.20881], [3.39193, -1.74478, 1.04939], [3.34083, -2.85367, -0.00633], [4.71575, -1.79240, 1.81414], [-0.55235, 1.02326, 2.90767], [-0.01844, 1.35890, 1.70327], [0.27649, 2.66122, 1.74961], [-0.06750, 3.17500, 2.99185], [-0.59444, 2.10069, 3.70439], [-1.15693, 2.12208, 5.09619], [-0.05460, 2.44871, 6.10922], [-2.29945, 3.14042, 5.17934], [0.89261, 3.33164, 0.56979], [1.00360, 3.33662, -2.18004], [1.00173, 4.83856, 0.75172], [-3.92297, -2.38500, -2.73023], [-4.60946, -2.72368, -1.14258], [-2.91255, -3.09479, -1.45302], [-2.38594, -0.68349, -1.64297], [-5.39046, -0.28299, -1.25584], [-4.43795, 0.14875, -2.68036], [-4.20190, 1.02321, -1.16123], [-5.13555, -1.41255, 1.16090], [-3.20151, -1.09643, 4.61642], [-5.80728, -0.07448, 3.40081], [-4.47292, 0.93826, 3.96654], [-5.37584, -0.05974, 5.11678], [-5.51279, -2.65785, 3.36733], [-5.09242, -2.60592, 5.08307], [-3.98775, -3.36037, 3.92555], [-1.30192, -0.56669, 4.29917], [2.93685, -3.07913, 3.66198], [1.18956, -3.39708, 5.40402], [-1.69905, -2.59629, 4.84842], [-1.12571, -3.80995, 5.99707], [-0.91937, -4.06900, 4.26068], [-0.18166, -0.74384, 6.02031], [1.52896, -1.11587, 6.25593], [0.29848, -1.98297, 7.18364], [3.33578, -0.78532, 0.54413], [3.30793, -3.83506, 0.47343], [4.23136, -2.80969, -0.63814], [2.46024, -2.74464, -0.64077], [4.88829, -2.78490, 2.23677], [4.73113, -1.06380, 2.62574], [5.53836, -1.56681, 1.13413], [0.04832, 4.18831, 3.33822], [-1.56144, 1.13675, 5.32788], [0.35068, 3.44621, 5.92586], [0.76527, 1.73072, 6.04598], [-0.45483, 2.42630, 7.12408], [-1.93466, 4.14765, 4.96826], [-2.73270, 3.13985, 6.18073], [-3.08875, 2.90970, 4.46183], [1.87727, 2.89562, 0.38222], [0.47363, 3.19456, -3.11830], [1.90092, 2.72060, -2.14344], [1.26523, 4.38583, -2.07372], [0.00971, 5.27876, 0.85783], [1.49618, 5.30332, -0.09810], [1.59042, 5.07355, 1.64061], [-2.55986, -1.01975, -5.23934], [-2.49802, 0.36259, -4.69842], [-3.29783, 1.33672, -4.98247], [-2.78948, 2.37321, -4.24431], [-1.70176, 2.11549, -3.50883], [-0.14860, 2.87523, -0.87214], [-1.53711, 0.81203, -3.81516], [-0.57329, -0.03483, -3.23070], [-3.41157, -1.10470, -5.90911], [-2.66465, -1.74891, -4.43365], [-1.65458, -1.25828, -5.80408], [-3.24789, 3.26425, -4.30372], [-0.28722, -0.68737, -3.95241], [0.23565, 0.52640, -2.98538], [6.10391, -0.65382, -1.33766], [5.08671, -0.15976, -1.57601], [3.94573, 0.43069, -1.88184], [2.78383, 0.30546, -1.47841], [1.65129, 0.22317, -1.13231], [1.43846, -4.77973, -2.71015], [-0.00224, -4.36359, -2.37397], [-0.05101, -3.12500, -1.60287], [-0.08481, -2.15081, -1.00574], [1.41114, -5.63745, -3.37875], [1.98275, -5.05957, -1.81014], [1.97870, -3.97269, -3.20376], [-0.50316, -5.14026, -1.79569], [-0.58327, -4.20753, -3.28405]],
  "mulliken_charge": [-0.252, -1.661, 2.958, -1.669, -1.147, -0.580, -0.083, 1.011, -1.464, -1.721, 0.383, 0.726, 0.970, 0.702, 0.439, -0.751, -0.890, -0.079, 0.056, -1.309, -1.290, 1.951, -1.037, -1.996, 0.586, 0.540, -0.751, -0.870, -0.371, 1.088, -1.636, -1.574, 1.263, -0.704, -1.689, 0.398, 0.403, 0.329, -1.202, 0.367, 0.395, 0.376, 0.644, -0.366, 0.329, 0.257, 0.443, 0.373, 0.427, 0.343, -0.798, 0.493, 0.555, 0.121, 0.528, 0.348, 0.034, 0.358, 0.460, -0.550, 0.502, 0.465, -0.169, 0.357, 0.398, 0.475, 0.607, -0.496, 0.371, 0.329, 0.442, 0.350, 0.426, 0.333, 0.017, 0.288, 0.096, 0.433, 0.380, 0.386, 0.435, -1.233, 0.727, -0.851, 0.287, -0.511, 0.118, 0.390, -0.310, 0.318, 0.126, 0.412, 0.193, 0.254, 0.123, -0.523, 0.472, -0.820, 1.036, -0.215, -1.277, -0.295, 0.273, 0.011, 0.413, 0.296, 0.365, 0.309, 0.270]
}